Computed, not measured: a 2-piece molecular cluster, C2H6N3O overall in a non-equilibrium geometry, with wB97M-V/def2-TZVPD.

CARTESIAN COORDINATES (ANGSTROEM)
C 2.38926 -0.02881 -0.19874
C 0.98772 0.11645 -0.01191
N -3.69303 -0.49264 0.38633
N -1.67095 0.44374 -0.13545
N -2.68295 -0.06341 0.00056
O 0.52645 0.97083 0.78214
H 3.17877 0.62797 0.32238
H 2.57665 0.03913 -1.26281
H 2.90442 -1.01348 -0.28684
H 0.22349 -0.54400 -0.49422
H -4.21838 -1.27283 0.10177
H -0.52144 1.21706 0.79679

Force components x, y, z for each atom (eV/Å):
3.5916 0.2184 0.0878
-1.6692 -0.7192 0.9003
-1.7371 0.7579 1.3590
-1.7562 -0.1915 -0.6562
2.4987 0.5620 0.0386
-0.2766 1.5781 0.4832
-1.9464 -0.6248 -0.5286
-0.3492 0.9659 -0.9882
-1.2263 -0.2923 1.0291
0.8944 0.5798 -0.0773
-0.3595 -1.1511 -0.8856
2.3358 -1.6831 -0.7621

The value obtained for the orbital gap is 9.74 eV. For the LUMO energy, the calculation gives -5.1 eV. The total charge is +1. As for the total energy: -318.9123 Ha. For the energy relative to the best compared isomer or geometry (same formula, charge and spin), the calculation gives 119.3 kcal/mol.



Computed, not measured: C3HFOPb as an isolated structure in a non-equilibrium geometry, with wB97M-V/def2-TZVPD.

CARTESIAN COORDINATES (ANGSTROEM)
O -3.03564 0.69710 0.37465
C -2.08581 0.02587 0.04971
C -1.44457 -1.01387 -0.48711
C -0.42186 -0.76438 0.36001
H -0.80335 -2.14012 0.09504
F 3.34256 0.82915 0.04407
Pb 1.67805 -0.00833 0.20984

Force components x, y, z for each atom (eV/Å):
4.4113 -1.4350 -0.3344
-6.2337 1.0684 0.0812
-1.3224 -0.6163 -2.7444
0.6818 -2.2551 2.9780
0.3038 2.7517 0.5857
6.0666 3.3458 -0.2539
-3.9074 -2.8595 -0.3122

The value obtained for the orbital gap (alpha / beta) is 5.78 / 5.95 eV. For the LUMO energy (alpha / beta), the calculation gives -1.3 / -1.3 eV. The total charge is 0. As for the total energy: -482.5017 Ha.



Computed, not measured: one molecule with the formula C5H4N4O in a non-equilibrium geometry, with wB97M-V/def2-TZVPD.

CARTESIAN COORDINATES (ANGSTROEM)
O -1.69721 2.32266 -0.02221
C -1.29441 1.17287 0.03197
N -2.18005 0.06620 -0.01713
C -1.72984 -1.14284 -0.07513
N -0.42256 -1.50900 -0.02970
C 0.52279 -0.52669 -0.06866
N 1.85721 -0.48307 -0.04695
N 2.37857 0.78048 -0.03140
C 1.28657 1.53268 -0.02806
C 0.08176 0.79395 -0.02879
H -2.42160 -2.02065 -0.08138
H -0.20427 -2.46055 0.25208
H 2.48848 -1.18515 0.21756
H 1.33456 2.65911 -0.07219

Force components x, y, z for each atom (eV/Å):
0.1456 -0.7904 0.5024
-0.7600 0.5363 -1.1728
-0.2893 -0.9683 -0.1957
-1.2524 0.6405 0.7691
1.2388 -1.5424 -0.0261
-1.0825 1.8547 0.8990
0.3100 -0.4595 -0.2405
-1.7894 0.4504 0.1252
0.5222 2.1735 -0.2776
1.6943 -0.3696 -0.0719
0.4625 0.9267 -0.0597
-0.0143 0.3089 -0.4112
0.6596 -1.1902 0.0048
0.1549 -1.5706 0.1550

The value obtained for the orbital gap is 9.35 eV. For the LUMO energy, the calculation gives 0.1 eV. The total charge is 0. As for the total energy: -487.1866 Ha. For the energy relative to the best compared isomer or geometry (same formula, charge and spin), the calculation gives 2.2 kcal/mol. The structure (SMILES) is O=c1nc[nH]c2[nH]ncc12.



Computed, not measured: one molecule with the formula C5H11NO, with wB97M-V/def2-TZVPD.

CARTESIAN COORDINATES (ANGSTROEM)
C 0.03992 -2.32223 -0.02921
C 0.90482 0.13065 1.68638
N 0.29263 0.58608 0.56769
C -0.40208 1.86867 0.72540
C 0.20114 -0.04545 -0.59499
O 0.77995 -1.28046 -0.66894
C -0.44794 0.45458 -1.84968
H 0.19248 -2.32117 1.05549
H 0.39910 -3.26296 -0.45042
H -1.03278 -2.22386 -0.23640
H 1.60249 -0.68472 1.56957
H 0.99687 0.83643 2.50155
H 0.31017 2.60403 1.10129
H -0.82073 2.21868 -0.21338
H -1.20624 1.75012 1.45285
H -0.00728 -0.11094 -2.67566
H -0.26637 1.51490 -2.05564
H -1.53615 0.28764 -1.88591

Force components x, y, z for each atom (eV/Å):
-0.1203 -0.2442 0.1220
0.2173 -0.0215 0.0983
-0.1462 -0.1358 -0.4065
-0.0829 0.2199 0.0345
-0.0377 0.1909 0.3111
0.0083 0.1008 -0.0417
0.0105 0.0616 -0.0779
-0.0372 0.0432 -0.1492
-0.0183 0.1278 0.0685
0.1524 0.0075 -0.0099
-0.1046 0.0720 0.0541
-0.0328 -0.1141 -0.1782
-0.0522 -0.0830 -0.0441
0.0670 -0.1044 0.0867
0.0932 -0.0414 -0.0708
-0.0705 0.0817 0.1116
-0.0187 -0.1755 0.0578
0.1725 0.0144 0.0337

The value obtained for the orbital gap is 7.09 eV. For the LUMO energy, the calculation gives 0.9 eV. The total charge is 0. As for the total energy: -326.9954 Ha. For the energy relative to the best compared isomer or geometry (same formula, charge and spin), the calculation gives 85.3 kcal/mol.



Computed, not measured: C9H19BF2N3O12Tl as an isolated structure in a non-equilibrium geometry, with wB97M-V/def2-TZVPD.

CARTESIAN COORDINATES (ANGSTROEM)
Tl -3.44009 1.44845 -2.42987
B -0.80967 1.38411 -1.04478
H -0.68888 0.86025 -1.98032
H -1.04404 2.41810 -1.24517
H -1.64494 0.98332 -0.49167
H 0.08286 1.36431 -0.43876
C -0.91691 -1.14219 1.29218
C -0.90419 -2.68538 1.05108
O -1.62582 -3.13829 2.11324
C -1.49261 -2.31313 3.15591
O -1.48620 -2.64327 4.33912
O -1.12231 -1.06913 2.68591
F 0.42065 -3.04903 0.95480
H -1.82388 -0.69072 0.89009
H -0.04447 -0.58465 0.95146
H -1.50725 -2.84202 0.15672
C 2.37555 1.59279 3.45915
C 2.51188 1.37646 1.92986
O 3.67855 0.65636 1.88864
C 4.39703 0.96437 2.92349
O 5.59859 0.66341 3.10436
O 3.73037 1.75568 3.77592
F 2.56838 2.53572 1.16945
H 2.01326 0.69879 3.96671
H 1.87578 2.52485 3.72294
H 1.66125 0.77119 1.61655
C -0.51134 -2.60566 -4.59993
N -1.19870 -2.16019 -3.33775
O -2.00560 -1.25029 -3.50144
O -0.72486 -2.63774 -2.31110
H -1.25225 -2.70647 -5.39302
H -0.05932 -3.56585 -4.35134
H 0.13234 -1.83284 -5.02011
C 2.28005 0.59051 -2.70181
N 2.89168 0.38483 -4.05140
O 2.94440 1.41061 -4.62602
O 3.40708 -0.60620 -4.27566
H 1.30397 0.20467 -2.99591
H 2.33755 1.59905 -2.29237
H 2.82402 -0.07027 -2.02685
C -3.24740 2.15347 2.25100
N -4.00493 1.00905 1.63158
O -3.98992 0.94749 0.38340
O -4.48540 0.18054 2.44692
H -3.10941 1.78045 3.26585
H -3.59264 3.18691 2.28083
H -2.30224 2.14759 1.70811

Force components x, y, z for each atom (eV/Å):
-0.0991 -0.1150 -0.1113
1.6041 0.0243 -0.1334
0.6028 -3.7441 -3.1386
-1.3861 4.7303 0.7181
-4.8481 -1.7149 1.5217
4.0818 0.4085 1.4012
0.2392 -0.4060 0.8884
-0.1508 2.4422 -2.2802
0.0463 -1.1876 0.8721
1.4108 -0.7891 3.4789
-0.5871 1.4637 -3.6259
0.1647 0.0579 0.8022
-1.3362 -0.3810 0.4307
-0.5219 0.1586 -0.9126
-0.0154 -0.3410 0.3098
0.8016 -0.9558 -0.2350
-0.2496 1.2599 -0.9594
-2.2679 0.6400 0.9752
0.0039 -0.9907 -2.3048
5.2233 0.6876 2.5068
-3.7068 0.5538 -0.7031
1.2885 -0.6344 0.3353
0.2168 -1.2424 0.8605
-0.4495 0.0825 -0.0995
-0.2496 -0.2878 0.1314
0.2003 -0.0411 -0.7143
-0.8057 -0.8750 -0.4944
2.0368 0.4026 -1.2435
-0.0521 -0.5194 1.4227
-1.6288 1.0735 -0.3967
-0.2893 -0.2701 0.3257
0.3003 0.3730 -0.3276
0.3368 0.0130 0.7880
-0.7824 -0.9896 1.4482
0.6365 3.1600 2.4786
-0.4168 3.0026 -2.5112
1.6260 -5.2260 -1.3562
-0.5749 0.3199 0.9482
-0.2831 0.0254 -0.8102
-0.2168 -0.2245 -0.1694
1.1612 -0.8945 0.7362
-0.9582 -0.4241 1.4220
-0.4901 -0.7033 1.5635
1.1851 2.0540 -3.3721
0.1442 0.4092 -0.0082
-0.9899 -0.4517 -0.5390
0.0453 0.0667 0.0815

The value obtained for the orbital gap is 2.02 eV. For the LUMO energy, the calculation gives -14.4 eV. The total charge is +2. As for the total energy: -1817.1870 Ha.



Computed, not measured: C34H31As2F5GeRu as an isolated structure, with wB97M-V/def2-TZVPD.

CARTESIAN COORDINATES (ANGSTROEM)
Ru -0.43543 -0.74384 0.26220
C -3.11090 -2.41887 2.49459
As -1.27152 -2.16033 2.01499
C -0.67368 -3.79018 1.14789
C -0.19090 -2.03078 3.58522
C -0.37551 -2.87498 4.67433
C 0.54646 -2.84610 5.71246
C 1.64130 -1.99375 5.65483
C 1.81559 -1.13888 4.57352
C 0.89216 -1.15509 3.53544
As 0.88380 0.17446 2.13959
C 2.70696 0.75578 1.92416
C 0.07082 1.65225 3.08831
H -3.16645 -3.33103 3.08942
H -3.71930 -2.52809 1.60228
H -3.45571 -1.57380 3.08693
H -0.68226 -4.58987 1.89017
H 0.35173 -3.67633 0.78982
H -1.33967 -4.04288 0.32592
H -1.21686 -3.55547 4.72483
H 0.41353 -3.49721 6.56583
H 2.35999 -1.98716 6.46331
H 2.66445 -0.46652 4.55753
H 2.99200 1.26711 2.84345
H 2.77995 1.44922 1.09004
H 3.36008 -0.09737 1.75808
H 0.58617 1.70497 4.04739
H -0.98685 1.46394 3.26229
H 0.20823 2.59176 2.55749
C 5.30581 1.02268 -1.98619
C 4.55636 1.91441 -2.74072
C 3.17492 1.81576 -2.75548
C 2.54117 0.81930 -1.99681
C 3.30786 -0.07834 -1.24007
C 4.68456 0.02624 -1.23513
Ge 0.68290 0.65182 -2.17882
C -0.08777 -1.16024 -1.88527
C 0.81019 -2.21478 -2.19231
C 0.32681 -3.44795 -2.60357
C -1.04059 -3.66518 -2.71509
C -1.94431 -2.64914 -2.41532
C -1.48293 -1.40642 -2.01127
C -0.45027 1.89676 -2.99430
C -0.17892 3.26354 -2.80566
C -0.97247 4.21038 -3.42657
C -2.01494 3.80191 -4.25245
C -2.27746 2.45288 -4.46202
C -1.50408 1.49489 -3.83044
H 6.38544 1.09640 -1.98887
H 5.04689 2.67903 -3.32733
H 2.59749 2.49602 -3.37137
H 2.82796 -0.84741 -0.64432
H 5.28327 -0.66651 -0.65855
H 1.87952 -2.06264 -2.13830
H 1.02463 -4.23632 -2.85454
H -1.40633 -4.62589 -3.05521
H -3.00795 -2.81147 -2.53518
H -2.19541 -0.60215 -1.87465
H 0.63325 3.57914 -2.15985
H -0.78465 5.26615 -3.28551
H -2.62233 4.54845 -4.74757
H -3.07781 2.16094 -5.12820
H -1.68820 0.44570 -4.02244
F -3.54488 -0.44654 0.32204
C -2.96862 0.75821 0.28703
C -1.56357 0.84486 0.30425
C -1.04267 2.14552 0.21339
F 0.30120 2.29716 0.13750
C -1.81767 3.27368 0.13370
F -1.28007 4.47102 0.02339
C -3.21016 3.13161 0.14314
F -3.96645 4.18881 0.06108
C -3.78964 1.86416 0.21900
F -5.09829 1.74258 0.21257

Force components x, y, z for each atom (eV/Å):
0.1072 0.3777 0.5304
-0.0468 0.0115 0.0717
-0.0294 -0.1368 -0.1590
-0.0177 -0.0605 0.1020
0.1012 0.0015 0.0083
0.0331 0.0316 0.0072
-0.0346 -0.0150 -0.0052
0.0277 0.0103 -0.0040
-0.0008 0.0040 -0.0121
-0.0968 -0.0295 0.0112
-0.1145 -0.1743 0.0380
0.0397 -0.0411 -0.0912
-0.0474 0.0754 0.0095
0.0133 0.0127 0.0153
0.0048 -0.0107 -0.0223
-0.0096 0.0010 -0.0227
0.0058 -0.0027 -0.0054
-0.0135 0.0060 -0.0052
-0.0096 0.0140 -0.0177
0.0050 -0.0092 -0.0013
0.0020 -0.0024 -0.0014
-0.0013 0.0046 -0.0004
-0.0022 0.0039 0.0150
-0.0006 -0.0072 0.0010
-0.0087 0.0132 0.0019
0.0098 -0.0004 0.0013
-0.0103 0.0049 0.0044
0.0093 -0.0231 -0.0120
0.0120 -0.0428 0.0084
0.0250 -0.0073 -0.0024
-0.0410 0.0461 -0.0486
0.0025 0.0344 -0.0094
-0.0262 0.0190 -0.0836
0.0683 0.0195 0.0712
-0.0264 -0.0278 0.0162
0.0140 -0.3288 0.0057
0.1744 0.0868 -0.2975
-0.0758 -0.0603 0.1140
0.1194 0.0165 0.0247
-0.0360 -0.0441 -0.0132
-0.0652 0.0347 0.1254
-0.0395 0.1112 -0.1224
-0.1014 0.2830 -0.1395
0.0111 -0.0579 -0.0048
-0.0262 -0.0096 -0.0206
-0.0270 0.0427 -0.0175
-0.0115 0.0316 -0.0050
0.0864 -0.0033 0.0678
0.0000 -0.0013 0.0116
0.0114 -0.0068 0.0012
0.0165 -0.0041 0.0273
0.0160 0.0069 0.0046
0.0005 0.0037 -0.0028
-0.0055 0.0193 -0.0193
-0.0091 -0.0042 -0.0028
0.0023 0.0006 -0.0029
0.0046 -0.0147 0.0033
-0.0157 0.0216 -0.0420
-0.0038 0.0393 -0.0480
0.0512 -0.0109 0.0367
-0.0080 -0.0150 -0.0084
0.0089 -0.0493 0.0099
-0.0494 -0.0172 -0.0091
0.0006 0.0139 -0.0060
-0.0229 0.0395 0.0047
0.0695 -0.2288 -0.0742
-0.0497 0.0498 0.0193
0.0053 -0.0015 -0.0559
-0.0471 -0.0637 0.0051
0.0311 0.0284 0.0153
0.0063 0.0266 0.0153
-0.0041 0.0126 -0.0096
0.0320 -0.0270 0.0013
0.0067 -0.0202 -0.0006

The value obtained for the orbital gap (alpha / beta) is 6.58 / 6.07 eV. For the LUMO energy (alpha / beta), the calculation gives -10.7 / -11.3 eV. The total charge is +3. As for the total energy: -8455.8218 Ha. For the energy relative to the best compared isomer or geometry (same formula, charge and spin), the calculation gives 0.0 kcal/mol. The multiplicity is 2.